Record 1
S2 | ωB97M-V/def2-TZVPD

**Expectation value of S²**: 0.754
**Multiplicity**: 2
**Total charge**: +1

Element x y z (Å)
S1 0.00000 0.00000 0.91973
S2 0.00000 0.00000 -0.91973

Forces on the atoms, in the same order (eV/Å):
S 0.00 0.00 -1.54
S 0.00 0.00 1.54



Record 2
C22H39Cl2CrN4O3S | ωB97M-V/def2-TZVPD

**Expectation value of S²**: 6.065
**Multiplicity**: 5
**Total charge**: -1

Element x y z (Å)
O1 1.05848 -0.68729 -3.49939
C1 0.01021 -0.04824 -3.64077
C2 -0.14674 1.40902 -3.88760
C3 0.43227 2.41285 -3.08351
H1 0.71438 2.15825 -2.05175
C4 0.58697 3.70264 -3.61154
H2 1.15070 4.45205 -3.03638
C5 0.03692 3.99392 -4.87425
H3 0.23264 4.97117 -5.31072
C6 -0.76204 3.05339 -5.56158
H4 -1.22914 3.30551 -6.52305
C7 -0.89805 1.77288 -5.02223
H5 -1.57081 1.03879 -5.48465
H6 -0.98215 -0.54225 -3.47288
C8 -2.68620 -0.96005 -1.29015
C9 -2.04026 0.22826 -0.68254
H7 -3.38103 -0.62320 -2.08097
H8 -3.22658 -1.55634 -0.53534
H9 -1.95200 -1.60388 -1.79362
C10 -2.37088 1.54997 -0.93612
C11 -3.80882 1.96625 -0.75989
H10 -1.70218 2.23396 -1.47254
H11 -4.28619 2.32642 -1.68456
H12 -3.91131 2.72095 0.03560
H13 -4.33065 1.05041 -0.43542
Cr1 -1.05144 0.58433 0.85272
Cl1 -0.13466 2.55323 0.64392
Cl2 -2.79518 0.36680 2.13674
H14 4.58848 1.38134 -2.55672
H15 4.51684 1.66608 0.04249
C12 3.50463 1.54683 -2.47907
C13 3.41541 1.64610 -0.00551
N1 2.98847 0.99729 -1.23553
H16 3.00777 1.04185 -3.31277
C14 2.58835 -0.30248 -1.19726
O2 2.13611 -0.87298 -0.19982
H17 3.01950 1.09482 0.85215
H18 2.65293 -0.81038 -2.17995
H19 3.30819 2.62441 -2.53633
H20 3.04109 2.67727 0.01054
H21 -0.28561 -5.56709 0.76005
H22 1.54902 -5.52598 -1.17836
C15 -0.85665 -4.93491 0.06745
C16 0.88840 -4.81255 -1.69322
N2 0.05176 -4.12317 -0.72780
H23 -1.52135 -4.28281 0.63560
C17 0.05857 -2.77859 -0.59702
O3 -0.61643 -2.18663 0.25141
H24 1.49152 -4.07479 -2.23444
H25 0.70740 -2.24343 -1.32054
H26 -1.44236 -5.58360 -0.59639
H27 0.25776 -5.36699 -2.40421
C18 1.43052 1.85414 3.74449
N3 0.61715 0.87143 4.46252
C19 0.15005 1.26884 5.77686
C20 0.14394 -0.19620 3.79677
S1 0.61201 -0.34540 2.12795
N4 -0.55872 -1.19684 4.34679
C21 -0.72674 -1.37920 5.77661
C22 -1.00703 -2.29624 3.48938
H28 1.77713 2.58248 4.48533
H29 0.86519 2.35515 2.94290
H30 2.30307 1.36983 3.28993
H31 -0.94579 1.28877 5.82422
H32 0.56926 0.63011 6.56656
H33 0.52307 2.27995 5.95963
H34 -1.20753 -2.35070 5.93075
H35 0.23653 -1.38727 6.30884
H36 -1.40260 -0.62935 6.20894
H37 -1.68951 -1.93764 2.70901
H38 -0.16747 -2.81895 3.01275
H39 -1.52860 -3.00234 4.13748

Forces on the atoms, in the same order (eV/Å):
O -1.32 1.21 -0.75
C -0.52 -0.86 1.70
C -0.01 0.49 -0.18
C 0.25 -0.20 -0.33
H 0.25 0.12 -0.53
C -0.47 -0.46 -0.19
H -0.48 -0.28 -0.33
C 0.10 -0.21 0.09
H -0.17 -0.13 0.02
C 0.35 0.24 0.53
H 0.13 -0.04 0.56
C 0.30 0.07 -0.08
H 0.53 0.18 0.01
H 0.52 -0.13 -0.50
C -1.48 0.11 0.58
C 0.90 0.97 -4.36
H -0.18 -0.22 0.21
H 0.05 -0.24 -0.33
H -0.08 0.07 0.34
C -1.17 -1.42 -0.56
C -0.38 -0.50 -0.55
H 0.16 0.20 1.31
H 0.01 0.23 0.12
H 0.04 -0.17 -0.25
H -0.16 0.51 0.01
Cr 1.46 0.03 0.35
Cl 1.53 2.14 -0.27
Cl -1.96 -0.54 1.74
H -0.01 0.12 -0.03
H -0.15 -0.01 -0.01
C 0.08 -0.36 0.11
C -0.20 0.22 -0.04
N 0.43 -0.16 0.11
H 0.08 0.18 0.08
C -0.65 -0.53 0.75
O 1.13 0.63 -1.22
H -0.06 0.14 -0.22
H 0.02 0.26 0.43
H -0.05 -0.27 0.05
H 0.01 -0.23 0.14
H -0.13 0.02 -0.03
H -0.05 0.13 -0.18
C 0.34 0.03 -0.13
C -0.27 0.19 0.24
N -0.07 -0.70 -0.21
H 0.14 -0.01 -0.13
C -0.93 1.38 1.09
O 0.94 -1.23 -1.25
H -0.11 -0.20 0.10
H -0.27 -0.30 0.32
H 0.03 0.07 0.11
H 0.21 0.07 0.04
C 0.27 0.22 -0.13
N -0.24 -0.07 0.45
C 0.09 0.40 0.37
C 0.71 -0.14 -1.77
S 1.14 -0.78 1.92
N 0.00 0.09 0.30
C -0.38 -0.29 0.36
C -0.16 -0.29 -0.17
H -0.05 -0.07 -0.17
H 0.18 -0.19 0.27
H -0.25 0.12 0.10
H 0.31 0.06 0.05
H -0.28 0.27 -0.12
H -0.25 -0.17 0.01
H 0.23 0.23 0.02
H -0.31 0.00 -0.13
H 0.30 -0.31 0.00
H 0.27 -0.04 0.20
H -0.12 0.26 0.07
H -0.09 0.05 -0.12



Record 3
CAlF3MgNO3S3 | ωB97M-V/def2-TZVPD

**Total charge**: +1

Element x y z (Å)
Al1 1.88819 -0.26997 1.26833
N1 0.17304 1.19820 -0.56673
S1 0.50994 2.15323 0.83721
O1 2.09887 1.65856 0.99647
S2 -0.30872 -0.34442 -0.24452
O2 0.24815 -0.80106 1.12795
O3 0.69909 -2.14641 -1.97210
C1 -2.11970 -0.17324 0.19762
F1 -2.33618 0.62977 1.22220
F2 -2.75544 0.29320 -0.86773
F3 -2.58662 -1.38130 0.48644
Mg1 1.98651 1.16689 -0.86627
S3 2.50284 -1.98345 -1.61888

Forces on the atoms, in the same order (eV/Å):
Al 2.22 -0.44 1.57
N -2.05 -0.37 1.17
S -1.53 1.20 0.50
O 0.32 -1.61 0.15
S -2.15 -0.25 -1.50
O -0.62 0.16 0.42
O 5.74 0.14 0.67
C -1.06 -0.03 0.25
F 0.33 0.15 0.09
F 0.48 -0.01 0.01
F 0.47 0.13 -0.07
Mg 3.53 -0.20 -3.17
S -5.69 1.13 -0.09



Record 4
C14H19ClO5Se2Ti | ωB97M-V/def2-TZVPD

**Expectation value of S²**: 0.753
**Multiplicity**: 2
**Total charge**: +1

Element x y z (Å)
Ti1 -0.30259 1.24759 0.19108
C1 2.37882 -1.17126 -0.17226
Se1 1.09009 -0.40510 -1.40742
C2 2.24456 0.91585 -2.28472
C3 2.78870 2.00093 -1.37466
Se2 1.34390 3.16497 -0.74265
C4 2.21068 3.84923 0.85572
H1 3.20028 -1.58924 -0.74681
H2 1.85161 -1.96738 0.34949
H3 2.71284 -0.43173 0.54714
H4 1.63245 1.32891 -3.08641
H5 3.05754 0.35306 -2.74129
H6 3.48671 2.63123 -1.92368
H7 3.29566 1.59793 -0.49974
H8 3.02015 4.50878 0.55879
H9 2.57873 3.02188 1.45580
H10 1.45603 4.41273 1.39880
C5 -0.83982 -1.95288 2.31031
C6 -1.18945 -2.26658 0.87948
C7 -0.92312 -3.52095 0.34136
C8 -1.28406 -3.83365 -0.96066
Cl1 -0.93142 -5.40174 -1.58823
C9 -1.94111 -2.90736 -1.75374
C10 -2.20260 -1.64728 -1.24341
C11 -1.80830 -1.33979 0.04829
O1 -1.99488 -0.03873 0.57807
C12 -3.17597 0.66298 0.11698
C13 -2.82125 1.46901 -1.13565
O2 -3.63674 1.83273 -1.92172
O3 -1.50195 1.72254 -1.18185
H11 -0.69479 -2.87405 2.87093
H12 -1.63338 -1.38130 2.79064
H13 0.08187 -1.37375 2.38175
H14 -0.45064 -4.27550 0.95733
H15 -2.23947 -3.16531 -2.75992
H16 -2.70311 -0.91930 -1.86792
H17 -3.44464 1.35816 0.91237
H18 -3.99603 -0.02744 -0.05608
O4 -0.64541 2.22740 2.01486
C14 0.32803 1.61123 2.52346
O5 1.00412 0.81675 1.79282
H19 0.59796 1.75644 3.57332

Forces on the atoms, in the same order (eV/Å):
Ti -0.07 0.17 -0.38
C -0.04 -0.03 0.02
Se 0.08 0.10 -0.01
C 0.01 -0.04 0.09
C -0.07 0.03 -0.04
Se 0.01 -0.11 0.06
C -0.02 0.02 -0.04
H 0.02 0.00 0.00
H 0.02 -0.01 -0.02
H 0.05 0.00 -0.01
H 0.01 0.00 -0.02
H 0.02 0.01 -0.01
H 0.03 -0.01 0.00
H 0.00 -0.03 0.00
H 0.01 0.00 0.01
H 0.02 0.00 0.01
H 0.02 0.01 0.02
C -0.01 -0.03 -0.05
C 0.02 0.05 0.12
C 0.01 -0.06 -0.03
C -0.01 0.05 0.05
Cl 0.01 -0.02 0.00
C 0.01 -0.03 -0.02
C -0.01 0.07 0.01
C -0.07 -0.06 0.01
O -0.08 -0.21 0.01
C 0.11 0.11 0.03
C 0.06 -0.10 0.16
O 0.06 0.05 -0.09
O -0.12 0.07 0.19
H -0.01 0.00 -0.01
H 0.01 0.01 0.01
H 0.01 0.01 0.00
H 0.00 0.00 -0.01
H 0.00 0.01 0.00
H 0.01 -0.02 -0.02
H -0.01 0.00 0.02
H 0.03 -0.06 -0.02
O 0.06 0.00 0.02
C -0.02 0.01 -0.09
O -0.09 0.02 0.02
H -0.02 0.01 0.02



For each record above, in turn, the calculated relative energy (zero: lowest compared OMol25 entry of this formula, charge and spin) values are 0.0, 294.0, 0.0, 0.0 kJ/mol.